Here is a structure of composition C14H23BN6OZr at a distorted geometry from OMol25. Energies are from ωB97M-V/def2-TZVPD.

Each line ends with the Löwdin charge.
Geometry (Å):
H -2.15494 -2.16343 2.10218  0.137
N -2.21978 -0.90107 0.38465  -0.192
B -2.75026 0.64425 -1.53612  -0.448
N -3.23171 -0.39409 -0.43454  0.005
C -4.37778 -1.00632 -0.09523  0.018
Zr -0.32973 -0.03986 0.29452  1.981
H -5.33015 -0.80473 -0.61709  0.166
C -4.14982 -1.83452 1.02019  0.010
H -4.86583 -2.40350 1.60758  0.129
C -2.78300 -1.74315 1.31101  -0.049
H -3.67771 0.93356 -2.24182  0.136
C 3.16567 0.42592 -1.67346  -0.055
H 3.86749 0.90488 -0.95944  0.032
H 2.15843 0.35515 -1.13234  -0.027
H 3.00729 1.04124 -2.59652  0.045
N -1.63851 -0.04341 -2.35581  -0.035
N -2.13637 1.98902 -0.96039  -0.020
N -0.40012 -0.52165 -1.91348  -0.100
N -0.99428 1.97352 -0.13807  -0.153
C -1.75704 -0.31962 -3.63203  -0.025
C -2.41036 3.26466 -1.27899  0.004
H -2.65567 -0.02022 -4.08633  0.133
H -3.24663 3.53698 -1.93231  0.157
C -0.62963 -0.96679 -4.07586  0.011
C -1.52066 4.12634 -0.59911  0.012
C 0.20561 -1.06876 -2.98234  -0.077
C -0.63278 3.28297 0.09676  -0.051
H -0.47293 -1.30434 -5.05575  0.113
H -1.55099 5.19729 -0.56172  0.119
H 1.19367 -1.50337 -2.94944  0.129
H 0.22990 3.56162 0.72616  0.142
H 3.63117 -0.57435 -1.92637  0.053
C 3.20367 -1.66291 1.53847  -0.019
C 2.22373 -0.82726 2.35030  -0.688
C 1.74341 -1.63877 3.53745  -0.038
C 2.93786 0.34989 2.99535  -0.030
O 1.12389 -0.39331 1.55125  -0.382
H 3.98709 -1.94679 2.23661  0.099
H 3.68696 -1.10984 0.72902  0.075
H 2.76791 -2.59324 1.15939  0.098
H 2.61668 -1.98871 4.09021  0.106
H 1.14907 -1.02323 4.21885  0.095
H 1.17715 -2.51554 3.22878  0.089
H 3.30424 1.07730 2.26923  0.090
H 2.28580 0.84329 3.72508  0.096
H 3.80342 -0.03658 3.53883  0.106

Cartesian forces (eV/Å) of the 6 atoms listed first:
-0.472 -0.030 -0.360
-1.116 -0.019 0.949
-0.502 0.253 -0.064
0.937 -0.466 0.459
0.027 0.417 0.277
2.856 0.129 -0.210

Results
- total charge = +2
- HOMO-LUMO gap (eV) = 8.34
- ΔE to the lowest compared entry with this formula, charge and spin (kcal per mole) = 0.0
- HOMO energy (eV) = -16.1
- F_max (eV Å⁻¹) = 3.49
- total energy (eV) = -27824.3028

=====

Here is a cluster of 10 separate species, C42H54BrIN3O30S in total at a distorted geometry from OMol25. Energies are from ωB97M-V/def2-TZVPD.

Each line ends with the Löwdin charge.
Geometry (Å):
C -1.06268 -3.71825 2.83615  -0.110
C -0.24040 -4.49224 1.61842  -0.247
C 0.84496 -3.48059 0.84606  -0.663
I 1.29116 -4.13482 -1.19955  0.879
C 0.17707 -1.95686 0.93201  -0.009
C -1.24666 -1.65277 0.10836  -0.042
O -1.87459 -2.70393 -0.70656  -0.081
C -3.11412 -3.21822 -0.10412  -0.112
N -4.03768 -3.91848 0.52246  0.193
C -1.84053 -0.11071 0.30112  0.017
C -3.28370 0.32283 -0.42457  -0.133
C -4.46030 -0.18887 0.64838  -0.177
C -5.79642 -0.78674 -0.08952  -0.154
C -6.61826 -1.91867 0.76435  -0.222
O -6.15590 -2.12099 2.14567  -0.272
C -6.88651 -1.28621 3.11180  -0.119
C -1.06578 1.01554 1.20590  -0.399
S -1.69709 2.78746 1.44526  0.754
C 0.33731 0.53243 1.94839  -0.431
Br 1.30345 1.88513 3.06417  0.721
N 0.88013 -0.90411 1.80052  -0.126
N 2.05524 -1.15953 2.53068  0.050
C 3.14003 -0.92706 1.72194  0.040
O 4.01479 -0.45769 0.79614  0.068
H -1.56919 -4.48924 3.59356  0.091
H -0.32623 -3.05856 3.49676  0.090
H -1.96375 -3.05820 2.43243  0.074
H -1.04551 -4.84080 0.84187  0.092
H 0.30352 -5.40679 2.14361  0.128
H 1.83934 -3.57074 1.47645  0.090
H -3.40567 -0.15562 -1.48813  0.134
H -3.39650 1.50345 -0.51736  0.109
H -4.72814 0.74881 1.33640  0.128
H -3.94769 -0.96598 1.37252  0.095
H -5.44755 -1.28413 -1.11173  0.123
H -6.53084 0.10578 -0.29187  0.084
H -7.75523 -1.64999 0.70265  0.121
H -6.47722 -2.95492 0.19566  0.114
H -7.86495 -0.79080 2.70322  0.095
H -6.13979 -0.42021 3.43777  0.092
H -7.16588 -1.92690 4.07930  0.106
H -2.03037 3.01548 2.78972  -0.091
C 1.81738 3.21382 -2.79364  -0.126
C 2.39408 2.74664 -1.49666  -0.123
O 1.25698 2.60793 -0.66608  0.038
C 0.18350 2.42688 -1.48980  -0.483
O -0.93010 2.10607 -1.10946  0.033
O 0.51902 2.65061 -2.79396  0.086
H 2.39219 2.86332 -3.65526  0.138
H 1.72970 4.30418 -2.84379  0.133
H 2.88827 1.77338 -1.58525  0.137
H 3.09945 3.46605 -1.07173  0.145
C -8.73509 3.98937 -1.31770  -0.136
C -8.94237 3.07069 -0.15751  -0.136
O -8.19557 1.92289 -0.51381  0.050
C -7.24306 2.32944 -1.40325  -0.504
O -6.31855 1.63332 -1.78846  0.117
O -7.45956 3.61622 -1.80424  0.070
H -8.74450 5.04208 -1.02216  0.140
H -9.47467 3.83545 -2.11043  0.140
H -8.54027 3.47864 0.77587  0.137
H -9.99590 2.81771 -0.01009  0.140
C -3.45354 -7.15604 3.83016  -0.138
C -3.14811 -8.56449 3.43524  -0.136
O -1.74073 -8.56354 3.28895  0.067
C -1.26334 -7.53524 4.04944  -0.523
O -0.08256 -7.34751 4.29071  0.124
O -2.27931 -6.74557 4.50518  0.038
H -4.32346 -7.08764 4.48909  0.141
H -3.61015 -6.50359 2.96478  0.130
H -3.42247 -9.28553 4.21250  0.139
H -3.63531 -8.84899 2.49857  0.140
C 1.92908 7.23666 -5.13397  -0.134
C 1.44074 6.58385 -6.38631  -0.134
O 2.45765 5.64546 -6.68200  0.074
C 3.09697 5.36979 -5.50772  -0.512
O 3.91500 4.47688 -5.36203  0.117
O 2.70078 6.22264 -4.51820  0.047
H 1.10988 7.55060 -4.48129  0.140
H 2.57399 8.09836 -5.33555  0.141
H 0.49723 6.04804 -6.23800  0.139
H 1.31970 7.29625 -7.20699  0.143
C 7.79235 2.57396 -4.81144  -0.138
C 7.27175 3.97393 -4.85681  -0.146
O 8.44833 4.75957 -4.83365  0.069
C 9.45889 3.97502 -5.30997  -0.504
O 10.57519 4.38188 -5.58569  0.134
O 9.05703 2.67675 -5.43832  0.054
H 7.14877 1.87270 -5.34964  0.140
H 7.93380 2.21331 -3.78723  0.134
H 6.72281 4.18615 -5.78036  0.132
H 6.63210 4.20795 -4.00139  0.133
C 4.79041 -5.08821 -3.30894  -0.154
C 3.61452 -5.42555 -4.16713  -0.157
O 3.86998 -4.71432 -5.36338  0.065
C 5.21846 -4.51029 -5.42356  -0.512
O 5.80666 -4.07779 -6.40063  0.142
O 5.82245 -4.85419 -4.24866  0.067
H 5.05983 -5.90388 -2.63237  0.140
H 4.63272 -4.17679 -2.72283  0.120
H 3.55744 -6.49483 -4.39664  0.142
H 2.66855 -5.10685 -3.72079  0.067
C -1.11871 -0.44596 6.20533  -0.131
C -1.75167 0.80862 6.71364  -0.141
O -2.41921 1.32044 5.57586  0.058
C -2.64996 0.26409 4.74247  -0.512
O -3.35412 0.31262 3.74774  0.100
O -1.99102 -0.85317 5.16793  0.054
H -1.04642 -1.21790 6.97638  0.143
H -0.12395 -0.27090 5.78236  0.125
H -2.48941 0.61593 7.49971  0.111
H -1.01452 1.52529 7.08599  0.146
C -6.75354 2.47440 8.24665  -0.135
C -6.44811 1.06594 7.85173  -0.133
O -5.04073 1.06689 7.70544  0.052
C -4.56334 2.09520 8.46593  -0.499
O -3.38256 2.28293 8.70720  0.128
O -5.57931 2.88486 8.92167  0.075
H -7.62346 2.54280 8.90559  0.141
H -6.91015 3.12684 7.38128  0.138
H -6.72247 0.34491 8.62899  0.140
H -6.93531 0.78144 6.91506  0.138
C 12.53396 1.79717 -5.77842  -0.148
C 12.32669 0.87849 -4.61823  -0.143
O 13.07349 -0.26932 -4.97453  0.060
C 14.02600 0.13723 -5.86396  -0.516
O 14.95050 -0.55889 -6.24918  0.132
O 13.80950 1.42401 -6.26496  0.066
H 12.52455 2.84988 -5.48288  0.123
H 11.79438 1.64324 -6.57115  0.137
H 12.72879 1.28643 -3.68485  0.136
H 11.27316 0.62551 -4.47081  0.130

Cartesian forces (eV/Å) of the 6 atoms listed first:
-0.289 0.041 0.544
-0.907 0.181 0.628
-0.809 0.511 2.683
-0.266 0.545 1.097
-1.437 0.582 -0.979
2.669 3.951 3.466

Results
- total charge = +1
- HOMO-LUMO gap (eV) = 6.47
- HOMO energy (eV) = -11.2
- F_max (eV Å⁻¹) = 12.18
- total energy (eV) = -199278.2938

=====

Here is the molecule C2H6N4OS at a distorted geometry from OMol25. Energies are from ωB97M-V/def2-TZVPD.

Each line ends with the Löwdin charge.
Geometry (Å):
N 0.85243 1.84652 0.18707  -0.105
N -0.42501 1.18423 0.10610  -0.021
C -0.17488 -0.11341 -0.08712  -0.324
N -1.23815 -0.92030 -0.22566  -0.100
N -2.53032 -0.49706 -0.09935  0.004
C 1.14242 -0.93350 0.10479  -0.690
O 0.95157 -2.08145 0.44207  0.003
S 2.72358 -0.22019 -0.24406  0.836
H 0.94217 2.19708 1.16170  0.089
H 0.83455 2.66589 -0.44064  0.081
H -1.05555 -1.87419 0.13114  0.141
H -2.46409 0.41939 0.38153  0.069
H -2.93935 -0.26328 -1.07273  0.122
H 3.38065 -1.40971 -0.34485  -0.106

Cartesian forces (eV/Å) of the 6 atoms listed first:
0.226 0.960 0.722
1.604 -2.497 -1.054
-0.846 2.851 1.220
1.441 -2.691 -0.054
-1.767 2.012 -1.299
-0.969 -0.288 -0.262

Results
- HOMO-LUMO gap (eV) = 8.99
- ΔE to the lowest compared entry with this formula, charge and spin (kcal per mole) = 74.7
- HOMO energy (eV) = -8.8
- F_max (eV Å⁻¹) = 3.21
- structure (SMILES) = N/N=C(/NN)C(=O)S
- total energy (eV) = -21012.0674

=====

Here is a structure of composition C40H60CaF3O29 at a distorted geometry from OMol25. Energies are from ωB97M-V/def2-TZVPD.

Each line ends with the Löwdin charge.
Geometry (Å):
Ca -6.05294 3.33954 4.29154  1.282
C -1.33857 1.97063 0.37729  -0.342
O -1.08801 0.98337 1.36108  -0.091
O -2.58739 2.56675 0.75303  -0.069
C 0.04783 2.67187 0.03842  -0.559
F -0.10097 3.41971 -1.08312  0.131
F 0.46828 3.51275 0.99442  0.153
F 0.95851 1.75179 -0.17359  0.184
C -0.72807 -0.37619 0.99700  -0.258
C -0.79232 -1.35515 2.09511  -0.091
H -1.77182 -1.67042 2.45465  0.077
H -0.43057 -2.27986 1.64549  0.089
H -0.15708 -1.03765 2.92200  0.087
H 0.34254 -0.38675 0.79262  0.116
H -1.30711 -0.76726 0.16042  0.128
H -1.64240 1.39916 -0.49976  0.162
C 1.44861 -5.98206 -4.72806  -0.012
C 1.80165 -7.45570 -4.29247  -0.262
C 0.99347 -8.39830 -5.15750  -0.125
O 1.88626 -9.41300 -5.56303  0.102
C 3.11109 -9.06531 -5.26152  -0.576
O 4.11201 -9.76796 -5.41504  0.121
O 3.12841 -7.84623 -4.72757  0.089
H 2.17532 -5.33767 -4.23334  0.080
H 0.45687 -5.67447 -4.39649  0.082
H 1.49030 -5.96199 -5.81708  0.084
H 1.65985 -7.64859 -3.22908  0.154
H 0.47367 -7.91343 -5.98382  0.127
H 0.12243 -8.82652 -4.66150  0.136
C 10.30876 -4.28242 4.02275  -0.010
C 9.17446 -3.40169 3.38027  -0.338
C 9.35705 -3.09199 1.87096  -0.076
O 8.03457 -3.27105 1.42276  0.073
C 7.37233 -4.07126 2.23882  -0.460
O 6.31511 -4.69993 1.91992  0.079
O 8.05334 -4.20201 3.44985  0.061
H 10.09947 -4.55487 5.05718  0.082
H 11.25141 -3.73515 4.01645  0.078
H 10.52457 -5.14409 3.39104  0.084
H 9.00924 -2.47447 3.92896  0.149
H 9.96495 -3.88231 1.43055  0.137
H 9.73679 -2.08082 1.72449  0.141
C -7.96867 -0.54486 -4.05704  -0.007
C -8.55651 -1.39170 -2.89359  -0.333
C -7.58661 -2.52038 -2.41026  -0.091
O -7.34309 -2.33612 -1.03566  0.100
C -7.90665 -1.17411 -0.71374  -0.546
O -7.83871 -0.61727 0.34506  0.130
O -8.58509 -0.61534 -1.76663  0.064
H -8.64089 0.30137 -4.19885  0.082
H -8.02451 -1.17734 -4.94302  0.089
H -7.00129 -0.11107 -3.80388  0.091
H -9.53142 -1.86166 -3.02313  0.154
H -6.62062 -2.32701 -2.87670  0.130
H -8.00566 -3.48455 -2.69815  0.138
C -1.08542 11.99365 4.21390  -0.007
C -1.91576 12.92556 5.12787  -0.360
C -1.81222 12.67120 6.60187  -0.106
O -1.58043 13.91940 7.18352  0.125
C -1.43710 14.78400 6.24308  -0.621
O -1.17453 15.91511 6.52873  0.167
O -1.52346 14.23969 5.03563  0.120
H -1.27546 12.05822 3.14253  0.080
H -1.34968 10.95259 4.39950  0.082
H -0.05501 12.29159 4.40777  0.095
H -2.95439 12.88199 4.80006  0.150
H -0.93302 12.05582 6.79269  0.138
H -2.71517 12.14831 6.91711  0.139
C 1.69924 -3.76094 9.65085  -0.013
C 2.02078 -5.01508 8.85672  -0.357
C 3.19502 -5.76337 9.42099  -0.073
O 2.63138 -7.07872 9.63515  0.082
C 1.34128 -7.13834 9.33365  -0.569
O 0.61075 -8.11313 9.38813  0.135
O 0.97992 -5.95329 8.86916  0.099
H 2.58567 -3.14654 9.80856  0.091
H 1.25134 -4.17643 10.55355  0.101
H 0.99562 -3.17028 9.06422  0.083
H 2.31287 -4.76760 7.83616  0.152
H 3.62138 -5.38539 10.35022  0.135
H 3.99534 -5.80370 8.68210  0.135
C -6.27105 8.75180 -2.80087  -0.012
C -7.07921 7.63868 -3.57225  -0.300
C -8.09742 6.85699 -2.72500  -0.053
O -9.33019 7.11666 -3.46631  0.077
C -9.15242 7.88202 -4.51446  -0.557
O -10.04926 8.22755 -5.26543  0.139
O -7.84774 8.28709 -4.57749  0.065
H -5.57295 9.26061 -3.46560  0.081
H -5.67151 8.31191 -2.00389  0.074
H -6.92673 9.50632 -2.36624  0.087
H -6.46411 6.94565 -4.14624  0.148
H -8.08568 7.20822 -1.69320  0.125
H -7.86245 5.79508 -2.79720  0.127
C -0.47068 -10.35048 2.82193  -0.019
C -1.94795 -10.31752 2.41737  -0.276
C -2.80021 -9.25273 3.11995  -0.105
O -3.27435 -8.34155 2.13888  0.063
C -2.86738 -8.81327 0.92274  -0.550
O -3.15006 -8.24685 -0.14792  0.100
O -1.98309 -9.72857 1.11288  0.099
H 0.03924 -9.39579 2.95098  0.091
H 0.02537 -10.90971 2.02865  0.090
H -0.44203 -10.83785 3.79649  0.090
H -2.37058 -11.31059 2.57007  0.153
H -2.24326 -8.64716 3.83492  0.135
H -3.60446 -9.81478 3.59468  0.130
C -2.62005 2.45998 -9.15574  0.005
C -1.49061 1.49676 -8.61820  -0.315
C -0.60857 0.76323 -9.61794  -0.099
O 0.70350 1.02660 -9.12861  0.085
C 0.70203 2.10449 -8.33418  -0.524
O 1.66995 2.63820 -7.82711  0.140
O -0.58502 2.37461 -7.95481  0.048
H -2.10273 3.03106 -9.92668  0.088
H -2.90436 3.11839 -8.33491  0.081
H -3.43422 1.80574 -9.46752  0.081
H -1.73820 0.75763 -7.85629  0.148
H -0.83478 1.22570 -10.57871  0.126
H -0.88675 -0.27549 -9.79623  0.138
C 7.21188 5.24632 -1.12716  -0.019
C 7.91219 3.91822 -1.28407  -0.381
C 8.30594 3.60760 -2.70146  -0.070
O 9.67571 3.19800 -2.53116  0.084
C 10.14325 3.59107 -1.34822  -0.552
O 11.32887 3.61083 -1.02417  0.130
O 9.10901 4.00527 -0.65941  0.106
H 6.34476 5.30785 -1.78474  0.088
H 7.80669 6.03616 -1.58593  0.094
H 6.92117 5.51075 -0.11047  0.090
H 7.29771 3.11311 -0.88118  0.157
H 8.17286 4.46780 -3.35753  0.136
H 7.69883 2.77514 -3.05719  0.137

Cartesian forces (eV/Å) of the 6 atoms listed first:
0.408 -0.220 -0.450
-2.688 -1.101 1.884
0.307 -0.607 0.636
3.230 0.018 -1.050
-2.199 1.524 0.107
0.153 -0.431 0.263

Results
- total charge = +1
- HOMO-LUMO gap (eV) = 2.75
- ΔE to the lowest compared entry with this formula, charge and spin (kcal per mole) = 341.6
- HOMO energy (eV) = -10.4
- F_max (eV Å⁻¹) = 5.74
- total energy (eV) = -128406.1649